(1)
Below is a structure of composition C35H37NO3P2V, with properties calculated with ωB97M-V with the def2-TZVPD basis set.

Summary:
- E_tot (hartree) = -3262.7083
- highest occupied orbital energy (alpha / beta) (eV) = -5.91 / -6.31
- 2S+1 = 4
- strongest force on any atom (eV/Å) = 3.12

Positions of all 79 atoms, in Å:
V  1.53840  -1.24528  -1.82100
C  -2.40824  -0.30736  -0.13791
C  -2.60919  -0.30660  -1.45875
C  -2.74422  0.83772  -2.38504
C  -1.51580  1.66710  -3.02037
C  -0.42955  2.18583  -2.15004
C  -0.55144  2.32761  -0.81106
C  -1.81783  2.27192  0.01079
C  -2.39220  0.96344  0.63153
C  2.75474  0.45348  -2.78894
H  -2.08697  -1.18564  0.42080
H  -2.46801  -1.26797  -1.93867
H  -3.38393  1.64943  -2.00560
H  -3.24244  0.38495  -3.26687
H  -1.10071  1.15047  -3.90745
H  -2.02174  2.55106  -3.46636
H  0.54135  2.26862  -2.66878
H  0.37441  2.40535  -0.23315
H  -2.66393  2.77262  -0.47968
H  -1.51745  2.86398  0.89422
H  -1.92657  0.76012  1.61672
H  -3.45976  1.20212  0.84817
H  3.40998  0.21797  -1.93319
H  2.63412  1.52874  -3.01648
H  2.82996  -0.23143  -3.65248
P  -0.25546  -1.66819  -8.42128
P  1.42267  0.35726  -8.75098
C  -1.12036  -0.23618  -9.10347
C  -0.23576  0.76658  -9.34936
C  -0.64249  -2.94608  -9.61853
C  -1.79225  -2.83772  -10.42558
C  -2.09364  -3.82476  -11.37621
C  -1.24029  -4.92035  -11.54015
C  -0.07012  -5.02174  -10.77403
C  0.24283  -4.02990  -9.83259
C  -1.22142  -2.10451  -6.97669
C  -0.93398  -1.32634  -5.83861
C  -1.65590  -1.53331  -4.66832
C  -2.59721  -2.57386  -4.60014
C  -2.85730  -3.37998  -5.72684
C  -2.14290  -3.15387  -6.91362
C  2.33683  0.84634  -10.31595
C  2.21500  0.00434  -11.43838
C  2.76994  0.39485  -12.66398
C  3.48533  1.60267  -12.75808
C  3.65662  2.39719  -11.61709
C  3.10684  2.00445  -10.39932
C  1.75251  1.77286  -7.65792
C  3.00049  1.86427  -6.99242
C  3.34216  3.03789  -6.31261
C  2.44279  4.10726  -6.26249
C  1.18204  3.99463  -6.85966
C  0.83389  2.81900  -7.53446
H  -2.18225  -0.18044  -9.31522
H  -0.44190  1.69425  -9.87935
H  -2.46231  -1.97498  -10.34559
H  -3.00230  -3.73230  -11.98713
H  -1.49081  -5.69982  -12.26186
H  0.59562  -5.87795  -10.91365
H  1.17732  -4.09418  -9.26864
H  -0.11719  -0.59636  -5.86097
H  -1.44901  -0.92612  -3.77537
H  -3.07660  -2.75473  -3.63330
H  -3.58263  -4.19509  -5.66868
H  -2.27008  -3.81638  -7.76331
H  1.73252  -0.97228  -11.34931
H  2.71938  -0.25578  -13.54548
H  3.97568  1.88172  -13.69904
H  4.27817  3.28325  -11.66725
H  3.32916  2.57985  -9.51229
H  3.70256  1.03028  -7.04210
H  4.31598  3.10769  -5.81422
H  2.70909  5.02308  -5.73788
H  0.46115  4.80874  -6.79924
H  -0.14933  2.74926  -8.00149
O  1.67497  0.08700  0.08422
N  0.58548  -0.55647  0.05868
O  -0.01303  -0.85690  1.10966
O  0.36340  -2.11700  -2.61965

(2)
Below is a structure of composition C35H38AlAsBr2F6NO4PS5, with properties calculated with ωB97M-V with the def2-TZVPD basis set.

Summary:
- charge = +2
- E_tot (hartree) = -12269.4755
- highest occupied orbital energy (eV) = -12.34
- strongest force on any atom (eV/Å) = 2.01

Positions of all 94 atoms, in Å:
Al  -0.03553  0.25983  0.71949
C  0.42996  -0.18439  4.08679
C  -0.59932  0.91815  3.89485
S  -0.43875  1.98818  2.42521
C  1.13260  2.89120  2.70658
C  2.42307  2.12033  2.49502
S  2.46080  1.14039  0.93230
C  3.38288  -0.30546  1.55990
C  2.67176  -1.18503  2.59177
S  0.83592  -1.19513  2.59201
H  0.03435  -0.90203  4.80681
H  1.35922  0.21847  4.47905
H  -0.60407  1.56730  4.77104
H  -1.60180  0.50531  3.77448
H  1.09218  3.27864  3.72568
H  1.07264  3.73193  2.01677
H  2.61894  1.42782  3.30909
H  3.24630  2.83566  2.44354
H  4.31193  0.08260  1.98109
H  3.62904  -0.88155  0.66921
H  2.97867  -0.95034  3.60827
H  2.92392  -2.22647  2.39523
Br  1.16823  -1.51801  -0.95907
C  0.82209  -1.68882  -2.87075
Br  -1.05528  -1.70415  -3.17374
H  1.24909  -2.64496  -3.16951
H  1.27562  -0.83126  -3.36442
C  -3.22288  -1.82411  -0.32141
C  -4.38449  -2.46838  0.40383
As  -5.87717  -3.11383  -0.78443
C  -6.48797  -1.35453  -1.40595
C  -6.79382  -1.20142  -2.75475
C  -7.33861  -0.01847  -3.22663
C  -7.57456  1.03040  -2.35367
C  -7.25834  0.89389  -1.01062
C  -6.72295  -0.29151  -0.54109
C  -7.17790  -3.24641  0.69059
C  -6.82567  -3.44474  2.02049
C  -7.79724  -3.51932  3.00496
C  -9.13608  -3.41457  2.67311
C  -9.50093  -3.25258  1.34638
C  -8.52955  -3.17044  0.36515
P  -2.10548  -1.09218  0.98091
C  -3.25936  0.15638  1.64332
C  -3.36616  1.26978  0.80572
C  -4.28982  2.26267  1.06941
C  -5.09791  2.16784  2.19215
C  -5.00826  1.05953  3.01859
C  -4.10822  0.04201  2.74122
C  -1.86657  -2.51792  2.09982
C  -1.46305  -3.70528  1.48664
C  -1.32021  -4.86322  2.22547
C  -1.58050  -4.85372  3.58701
C  -1.95466  -3.67526  4.20878
C  -2.08404  -2.50674  3.47472
H  -3.54874  -1.00568  -0.97080
H  -2.67950  -2.54853  -0.92981
H  -4.84028  -1.77046  1.10592
H  -4.04076  -3.34182  0.95919
H  -6.61445  -2.02640  -3.43527
H  -7.59563  0.08049  -4.27101
H  -8.01386  1.94854  -2.71457
H  -7.45393  1.70508  -0.32282
H  -6.51253  -0.39685  0.51834
H  -5.78620  -3.55760  2.30498
H  -7.50378  -3.66839  4.03445
H  -9.89007  -3.46825  3.44345
H  -10.54472  -3.19443  1.07855
H  -8.82008  -3.04216  -0.67233
H  -2.75600  1.33401  -0.08703
H  -4.38391  3.09506  0.39006
H  -5.80793  2.94990  2.41183
H  -5.65846  0.97036  3.87585
H  -4.10521  -0.83887  3.36483
H  -1.28364  -3.72804  0.42232
H  -1.03213  -5.77717  1.73280
H  -1.50209  -5.76344  4.15872
H  -2.17626  -3.66953  5.26533
H  -2.36918  -1.59867  3.98437
F  1.72618  3.48090  -1.31692
C  0.42678  3.72982  -1.33816
F  0.12547  4.80664  -1.99564
F  0.05758  3.91904  -0.05304
S  -0.52572  2.17037  -1.81583
O  -0.29080  1.42709  -0.48618
O  -1.88717  2.50311  -1.95291
N  0.13224  1.18864  -2.80404
S  0.69707  1.86457  -4.16991
O  1.79703  1.08332  -4.60939
O  0.80485  3.25261  -3.86554
C  -0.71575  1.64197  -5.38210
F  -1.84788  1.68951  -4.68453
F  -0.72069  2.58618  -6.29345
F  -0.62107  0.45234  -5.95565

(3)
Below is a cluster of 4 separate species, C35H38BF2N2O16 in total, with properties calculated with ωB97M-V with the def2-TZVPD basis set.

Summary:
- charge = +1
- E_tot (hartree) = -2894.3121
- highest occupied orbital energy (eV) = -11.21
- strongest force on any atom (eV/Å) = 1.66

Positions of all 94 atoms, in Å:
C  0.75205  -1.15537  -1.19690
C  0.72094  0.30144  -0.76474
C  1.26392  0.63608  0.45071
C  1.90837  -0.37862  1.37058
C  0.81473  -1.09979  2.17892
O  0.94330  -2.21146  2.63082
C  1.20691  1.96679  0.86049
B  1.79072  2.42321  2.28271
O  3.07886  2.87478  2.42879
O  0.93878  2.38574  3.34360
C  0.63703  2.94566  0.04674
C  0.63222  4.39059  0.50801
C  2.04335  5.00682  0.19293
C  1.93564  6.51167  -0.02822
F  2.46498  4.41020  -1.00928
C  0.09891  2.54088  -1.16313
C  -0.56852  3.59739  -2.03676
C  -1.96956  3.91298  -1.43284
C  -3.09465  3.96988  -2.48427
N  -4.42174  3.53512  -2.04024
O  -2.91941  4.32826  -3.61855
N  0.15142  1.25276  -1.54267
C  -0.39718  0.80722  -2.83964
C  0.78554  0.63656  -3.82487
C  1.27058  1.96158  -4.41526
F  0.48395  -0.25954  -4.82992
H  0.99927  -1.82393  -0.37693
H  -0.21477  -1.49044  -1.58355
H  1.50526  -1.29189  -1.98090
H  2.37276  -1.14696  0.74276
H  2.71118  0.02113  1.99657
H  -0.15859  -0.58051  2.33604
H  3.57834  2.55804  1.66297
H  1.46566  2.32601  4.15487
H  0.36605  4.50308  1.56414
H  -0.06726  5.01067  -0.05404
H  2.72841  4.72033  0.99276
H  1.58346  6.71941  -1.04390
H  1.20916  6.90591  0.69110
H  2.91623  6.97356  0.10991
H  0.04386  4.49816  -1.95970
H  -0.60254  3.32478  -3.08802
H  -2.00020  4.82184  -0.82240
H  -2.23072  3.09720  -0.74315
H  -4.27266  2.57456  -1.71890
H  -4.57223  4.03781  -1.15978
H  -1.06627  1.54058  -3.29022
H  -0.96778  -0.11780  -2.73808
H  1.65873  0.22703  -3.29965
H  2.16678  1.79213  -5.01842
H  1.57495  2.63709  -3.60456
H  0.48589  2.43337  -5.01779
C  6.42033  -3.41555  2.49259
C  5.16315  -3.04492  2.76241
C  4.85448  -1.74219  3.43461
O  3.68294  -1.46201  3.62977
C  5.95960  -0.88350  3.82071
C  7.22156  -1.25293  3.55575
C  7.53278  -2.54672  2.85737
O  8.69310  -2.81793  2.62790
O  8.26333  -0.50305  3.89122
O  4.11117  -3.80540  2.45010
H  6.65593  -4.35162  2.00610
H  5.72200  0.04518  4.32081
H  9.05405  -0.99159  3.58909
H  3.32136  -3.31332  2.75098
C  -5.15222  -1.86155  -4.84635
C  -5.91304  -2.26523  -3.81816
C  -5.31578  -2.59764  -2.48223
O  -6.04854  -2.93971  -1.57761
C  -3.86530  -2.49638  -2.33320
C  -3.11481  -2.09810  -3.36171
C  -3.71156  -1.73982  -4.68720
O  -2.96594  -1.36451  -5.57258
O  -1.77862  -1.99308  -3.26968
O  -7.23213  -2.39217  -3.92052
H  -5.56977  -1.61641  -5.81263
H  -3.44123  -2.75547  -1.37152
H  -1.47424  -1.69176  -4.15221
H  -7.54411  -2.69366  -3.04637
C  -3.82203  -3.91741  2.01252
C  -4.62287  -4.31526  3.01137
C  -4.08387  -4.62480  4.37834
O  -4.86401  -4.96202  5.24652
C  -2.64960  -4.50853  4.59253
C  -1.84612  -4.11508  3.59412
C  -2.39226  -3.77895  2.23278
O  -1.62006  -3.40435  1.36262
O  -0.52977  -3.99820  3.75092
O  -5.93316  -4.45715  2.85422
H  -4.20178  -3.68979  1.02577
H  -2.27139  -4.75056  5.57560
H  -0.18004  -3.69829  2.88596
H  -6.27562  -4.75053  3.72115

- Look up the E_tot of the first one.
  -3262.7083 hartree

- Which value of strongest force on any atom does entry 2 give?
  2.01 eV/Å